Entry 1:
{"formula": "C25H19N6O4RuSSe", "method": "ωB97M-V/def2-TZVPD", "elements": ["Ru", "N", "C", "S", "N", "N", "C", "C", "C", "C", "C", "C", "C", "C", "C", "C", "C", "C", "N", "H", "H", "H", "H", "H", "H", "H", "H", "H", "H", "H", "O", "C", "C", "C", "C", "C", "C", "C", "O", "N", "O", "O", "H", "H", "H", "H", "Se", "C", "C", "C", "N", "C", "C", "H", "H", "H", "H"], "positions_angstrom": [[-0.093, -0.579, 0.063], [3.699, -1.920, 1.592], [2.537, -1.326, 1.306], [1.886, -1.620, -0.320], [1.988, -0.568, 2.218], [0.790, -0.060, 1.790], [0.191, 0.858, 2.485], [0.755, 1.442, 3.719], [1.156, 2.775, 3.722], [1.668, 3.337, 4.882], [1.761, 2.575, 6.037], [1.353, 1.248, 6.035], [0.857, 0.675, 4.876], [-1.133, 1.293, 1.971], [-1.901, 2.250, 2.599], [-3.148, 2.565, 2.065], [-3.597, 1.904, 0.939], [-2.771, 0.961, 0.347], [-1.575, 0.667, 0.848], [4.175, -2.482, 0.910], [4.118, -1.774, 2.495], [1.085, 3.366, 2.817], [1.993, 4.368, 4.882], [2.153, 3.017, 6.944], [1.423, 0.657, 6.938], [0.547, -0.362, 4.867], [-1.532, 2.733, 3.492], [-3.759, 3.324, 2.534], [-4.564, 2.118, 0.507], [-3.056, 0.420, -0.545], [-1.274, -2.210, -0.680], [-1.199, -2.618, -1.855], [-0.813, -1.855, -2.992], [-0.870, -2.507, -4.244], [-0.614, -1.801, -5.378], [-0.297, -0.434, -5.338], [-0.215, 0.212, -4.137], [-0.459, -0.474, -2.922], [-0.391, 0.187, -1.809], [-0.692, -2.481, -6.681], [-0.659, -1.782, -7.671], [-0.830, -3.687, -6.672], [-1.488, -3.661, -2.032], [-1.120, -3.558, -4.309], [-0.114, 0.087, -6.267], [0.045, 1.261, -4.084], [-1.278, 3.285, -1.933], [-2.742, 4.351, -2.442], [-2.587, 5.703, -2.745], [-3.708, 6.433, -3.106], [-4.931, 5.913, -3.203], [-5.068, 4.617, -2.929], [-4.020, 3.799, -2.537], [-1.615, 6.174, -2.699], [-3.618, 7.487, -3.342], [-6.069, 4.212, -3.023], [-4.191, 2.752, -2.326]], "nbo_charge": [1.1907, -0.7535, 0.3070, -0.0223, -0.3901, -0.2507, 0.2793, -0.1567, -0.1864, -0.2008, -0.1798, -0.2158, -0.1119, 0.1593, -0.2050, -0.1118, -0.2309, 0.1203, -0.4986, 0.4188, 0.4222, 0.2216, 0.2301, 0.2298, 0.2293, 0.2164, 0.2575, 0.2439, 0.2479, 0.2309, -0.6273, 0.4377, -0.2540, -0.0998, -0.0416, -0.0982, -0.2860, 0.4330, -0.6998, 0.5347, -0.3596, -0.3672, 0.1717, 0.2560, 0.2614, 0.2400, 0.1954, -0.2511, -0.2409, 0.0389, -0.3744, 0.0324, -0.2550, 0.2350, 0.2072, 0.2031, 0.2176], "total_energy_ha": -4487.73976, "e_above_lowest_ev": 0.049, "total_charge": 1, "s_squared": 6.0390, "homo_energy_ev": [-11.43, -11.20], "gap_ev": [7.434, 6.115], "multiplicity": 5, "largest_force_ev_per_a": 0.45}

***

Entry 2:
{"formula": "C3H7FN2O", "method": "ωB97M-V/def2-TZVPD", "elements": ["C", "C", "C", "H", "H", "H", "H", "H", "H", "H", "N", "N", "O", "F"], "positions_angstrom": [[-2.139, -0.665, 0.013], [0.021, 0.286, -0.056], [0.820, 1.585, 0.010], [-1.899, -1.378, -0.799], [-3.140, -0.319, -0.107], [-2.001, -1.195, 0.946], [1.436, 1.616, 0.909], [1.515, 1.589, -0.831], [2.117, -1.515, -0.840], [2.209, -1.405, 0.802], [0.466, -0.904, 0.033], [1.948, -0.902, -0.029], [-1.321, 0.499, -0.040], [-0.033, 2.707, -0.010]], "nbo_charge": [-0.2551, 0.5212, -0.0203, 0.1912, 0.1929, 0.1890, 0.1983, 0.1994, 0.3578, 0.3545, -0.3933, -0.7046, -0.4792, -0.3516], "total_energy_ha": -403.06481, "e_above_lowest_ev": 1.214, "homo_energy_ev": -9.32, "gap_ev": 10.359, "largest_force_ev_per_a": 1.54, "smiles": "CO/C(CF)=N/N"}

***

Entry 3:
{"formula": "C15H23N2OsS", "method": "ωB97M-V/def2-TZVPD", "elements": ["C", "C", "C", "C", "H", "H", "H", "H", "H", "H", "H", "H", "H", "C", "C", "C", "H", "C", "C", "H", "H", "H", "H", "C", "C", "C", "H", "C", "C", "H", "H", "H", "H", "Os", "N", "C", "N", "S", "H", "H", "H", "H"], "positions_angstrom": [[-1.100, -2.198, -0.246], [-1.951, -2.472, 0.982], [-1.978, -2.220, -1.508], [-0.056, -3.306, -0.360], [-2.072, -3.272, -1.834], [-1.544, -1.651, -2.343], [-2.992, -1.846, -1.303], [-2.559, -3.368, 0.772], [-2.635, -1.657, 1.231], [-1.320, -2.693, 1.851], [-0.548, -4.252, -0.079], [0.791, -3.154, 0.323], [0.319, -3.421, -1.387], [-0.901, 2.396, 0.012], [-1.760, 1.605, -0.775], [-2.419, 0.620, 0.103], [-2.007, 1.779, -1.820], [-1.908, 0.783, 1.444], [-1.021, 1.924, 1.460], [-0.457, 2.306, 2.350], [-0.253, 3.223, -0.309], [-3.271, -0.005, -0.191], [-2.246, 0.248, 2.341], [2.571, 0.199, -0.563], [1.809, 1.275, -1.339], [0.923, 0.618, -2.229], [1.948, 2.365, -1.212], [1.073, -0.828, -2.054], [2.035, -1.061, -0.976], [2.417, -2.034, -0.655], [3.286, 0.377, 0.270], [0.346, 1.104, -3.019], [0.674, -1.593, -2.732], [-0.216, -0.211, -0.244], [2.215, 3.785, 1.186], [2.143, 2.585, 1.742], [2.731, 2.210, 2.847], [1.177, 1.204, 1.149], [2.756, 4.463, 1.623], [1.752, 4.022, 0.363], [2.612, 1.285, 3.196], [3.291, 2.808, 3.360]], "nbo_charge": [-0.1768, -0.6396, -0.6400, -0.6393, 0.2271, 0.2096, 0.2124, 0.2221, 0.2039, 0.2167, 0.2238, 0.2090, 0.2092, -0.1950, -0.3319, -0.2866, 0.2621, -0.3032, -0.2439, 0.2560, 0.2182, 0.2651, 0.2629, -0.2371, -0.1828, -0.3403, 0.2207, -0.3107, -0.3072, 0.2653, 0.2509, 0.2608, 0.2659, 0.8986, -0.7554, 0.3750, -0.7504, -0.0595, 0.4077, 0.4195, 0.4378, 0.3992], "total_energy_ha": -1183.20058, "total_charge": 1, "s_squared": 6.0589, "homo_energy_ev": [-9.22, -10.56], "gap_ev": [6.563, 6.333], "multiplicity": 5, "largest_force_ev_per_a": 4.63}